128
Properties=species:S:1:pos:R:3 method="wB97M-V/def2-TZVPD" smiles=C1CCOC1.C1CCOC1.C1CCOC1.C1CCOC1.C1CCOC1.C1CCOC1.ClCCl.ClCCl.OCCO.OCCO.OCCO.OCCO largest_force_ha_per_bohr=0.067 total_charge=0 molar_mass_g_mol=850.780 homo_energy_ev=-9.37
C 3.490 -4.826 -5.167
C 4.366 -5.892 -4.573
C 4.909 -5.182 -3.398
O 5.086 -3.799 -3.859
C 3.999 -3.461 -4.706
H 2.482 -5.021 -4.801
H 3.383 -4.907 -6.249
H 5.227 -6.228 -5.151
H 3.771 -6.709 -4.164
H 5.807 -5.717 -3.090
H 4.203 -5.186 -2.568
H 4.229 -2.861 -5.587
H 3.235 -2.877 -4.193
C -6.711 6.609 -0.618
C -6.561 5.133 -0.441
C -7.726 4.659 0.477
O -8.185 5.936 1.025
C -7.877 7.070 0.203
H -6.679 6.917 -1.663
H -5.808 7.041 -0.188
H -5.636 4.836 0.053
H -6.644 4.638 -1.408
H -7.382 3.938 1.218
H -8.441 4.072 -0.099
H -7.765 7.981 0.791
H -8.734 7.390 -0.390
C 8.416 -1.901 2.210
C 7.588 -0.705 1.968
C 7.725 0.125 3.214
O 8.566 -0.667 4.055
C 8.536 -1.999 3.670
H 9.484 -1.871 1.994
H 8.007 -2.790 1.730
H 6.535 -0.908 1.775
H 7.895 -0.274 1.015
H 6.780 0.270 3.737
H 8.214 1.086 3.055
H 7.624 -2.440 4.072
H 9.288 -2.618 4.159
C 0.188 0.153 -0.137
C -0.162 1.405 0.613
C 1.190 2.040 0.760
O 2.200 1.014 0.369
C 1.575 -0.285 0.426
H 0.096 0.358 -1.203
H -0.491 -0.683 0.030
H -0.598 1.277 1.603
H -0.723 2.118 0.009
H 1.322 2.382 1.787
H 1.153 2.978 0.206
H 1.734 -0.862 1.336
H 1.959 -0.939 -0.357
C 0.063 -6.608 1.177
C 1.209 -7.498 1.127
C 1.862 -7.062 2.464
O 0.834 -6.814 3.325
C -0.398 -6.527 2.621
H -0.742 -6.886 0.497
H 0.426 -5.608 0.939
H 1.765 -7.614 0.196
H 0.818 -8.482 1.388
H 2.395 -6.118 2.351
H 2.543 -7.768 2.941
H -0.756 -5.527 2.866
H -1.083 -7.361 2.770
C 0.366 7.700 -6.538
C 1.133 6.414 -6.208
C -0.004 5.530 -5.477
O -1.218 6.191 -5.682
C -0.971 7.589 -5.773
H 0.224 7.735 -7.618
H 0.972 8.564 -6.262
H 2.006 6.523 -5.564
H 1.346 5.923 -7.158
H 0.089 5.608 -4.393
H -0.041 4.461 -5.689
H -0.909 7.984 -4.760
H -1.864 8.123 -6.097
C 1.240 -1.820 6.819
C 0.807 -0.353 6.887
O 0.951 0.302 8.175
O 0.358 -2.771 7.359
H 2.263 -1.800 7.194
H 1.394 -2.200 5.809
H -0.231 -0.340 6.555
H 1.442 0.108 6.130
H 0.467 -0.189 8.844
H 0.821 -3.605 7.472
C -6.534 -3.039 -0.311
C -7.180 -3.727 -1.537
O -8.557 -3.513 -1.744
O -5.239 -3.626 -0.210
H -7.212 -3.194 0.528
H -6.394 -1.959 -0.366
H -7.098 -4.814 -1.536
H -6.811 -3.361 -2.495
H -8.789 -3.711 -2.654
H -4.963 -3.329 0.660
C -5.055 -3.237 6.730
C -5.429 -2.328 5.564
O -4.264 -2.062 4.705
O -4.131 -2.464 7.594
H -4.534 -4.150 6.441
H -5.884 -3.544 7.368
H -6.001 -1.434 5.816
H -6.144 -2.856 4.934
H -4.310 -1.134 4.464
H -3.278 -2.682 7.211
C 5.837 2.757 -4.283
C 6.423 3.542 -5.466
O 6.312 4.927 -5.218
O 4.385 2.793 -4.188
H 6.192 3.127 -3.321
H 6.277 1.763 -4.361
H 5.854 3.356 -6.377
H 7.435 3.174 -5.638
H 5.598 5.258 -5.767
H 4.019 2.344 -3.423
C -2.308 4.954 5.128
Cl -2.245 5.912 3.540
Cl -3.267 3.469 5.158
H -1.311 4.691 5.479
H -2.811 5.535 5.901
C -4.573 1.490 -6.113
Cl -3.916 0.812 -4.561
Cl -3.672 0.780 -7.415
H -5.624 1.278 -6.313
H -4.513 2.578 -6.164